Arrangement P

A single C3H4N2S2 molecule, computed with ωB97M-V/def2-TZVPD.

Positions of all 11 atoms, in Å:
C1 -1.061 -0.563 2.418
C2 0.260 -0.357 0.282
C3 0.787 0.771 -2.338
N1 -1.648 0.349 1.853
N2 -0.373 -1.241 3.150
S1 -1.104 0.657 0.298
S2 1.156 -0.535 -1.124
H1 1.698 1.199 -2.769
H2 0.235 1.686 -1.887
H3 0.228 0.244 -3.134
H4 -0.179 -2.211 3.251

Values from the calculation:
- orbital gap (eV) = 8.74
- E_LUMO (eV) = 0.049

Atom charges from the Löwdin analysis, given in e for atoms 1 to 2: -0.467 -0.817

Arrangement Q

A single C3H4N2S2 molecule, computed with ωB97M-V/def2-TZVPD.

Positions of all 11 atoms, in Å:
C1 1.404 0.136 0.999
S1 -0.342 0.556 0.956
C2 -0.651 -0.215 -0.628
C3 0.517 -0.652 -1.423
N1 1.429 -1.035 -2.080
N2 -1.817 -0.198 -1.210
S2 -3.170 0.555 -0.430
H1 1.997 0.624 0.148
H2 1.477 -1.036 0.882
H3 1.745 0.529 1.966
H4 -2.589 0.735 0.819

Values from the calculation:
- orbital gap (eV) = 8.98
- SMILES = CS/C(C#N)=N\S
- E_LUMO (eV) = -0.289

Atom charges from the Löwdin analysis, given in e for atoms 1 to 2: -0.432 0.853

Arrangement R

A single C3H4N2S2 molecule, computed with ωB97M-V/def2-TZVPD.

Positions of all 11 atoms, in Å:
S1 2.148 -1.353 -0.097
C1 0.969 -0.223 -0.083
N1 1.089 1.070 -0.396
N2 -0.071 1.808 -0.349
C2 -0.945 1.020 0.098
C3 -0.444 -0.356 0.418
S2 -1.451 -1.631 -0.398
H1 1.856 1.524 -0.834
H2 -1.954 1.305 0.296
H3 -0.630 -0.545 1.504
H4 -0.568 -2.618 -0.160

Values from the calculation:
- orbital gap (eV) = 8.60
- SMILES = S=C1NN=C[C@H]1S
- E_LUMO (eV) = -0.244

Atom charges from the Löwdin analysis, given in e for atoms 1 to 2: 0.645 -0.879

Arrangement S

A single C3H4N2S2 molecule, computed with ωB97M-V/def2-TZVPD.

Positions of all 11 atoms, in Å:
C1 -0.959 1.360 -0.392
C2 -1.625 -0.978 0.508
C3 0.190 0.867 -0.003
N1 -0.417 -1.068 0.714
N2 2.486 -0.434 -0.107
S1 -2.445 0.476 -0.132
S2 1.827 1.096 0.267
H1 -1.091 2.277 -0.941
H2 -2.342 -1.774 0.679
H3 2.333 -0.686 -1.078
H4 2.044 -1.135 0.485

Values from the calculation:
- orbital gap (spin up / spin down) (eV) = 8.29 / 8.29
- E_LUMO (spin up / spin down) (eV) = -0.074 / -0.074

Atom charges from the Löwdin analysis, given in e for atoms 1 to 2: -0.509 -0.621

Stability check: which of them is most stable? arrangement R.

Arrangement P

A single CH4N4S molecule, computed with ωB97M-V/def2-TZVPD.

Positions of all 10 atoms, in Å:
S1 2.864 0.308 0.272
N1 1.305 0.101 0.178
N2 0.625 -1.448 0.006
N3 -0.605 -1.183 -0.301
C1 -0.989 0.148 0.255
N4 0.179 0.927 0.230
H1 -0.573 -1.267 -1.305
H2 -1.889 0.806 -0.169
H3 -1.231 -0.094 1.265
H4 0.315 1.703 -0.429

Values from the calculation:
- orbital gap (spin up / spin down) (eV) = 7.22 / 8.05
- SMILES = [S-][N+]1=NNCN1
- E_LUMO (spin up / spin down) (eV) = -0.332 / -0.281

Atom charges from the Löwdin analysis, given in e for atoms 1 to 2: 0.559 -0.719

Arrangement Q

A single CH4N4S molecule, computed with ωB97M-V/def2-TZVPD.

Positions of all 10 atoms, in Å:
N1 -1.688 -0.371 -0.338
N2 -0.545 -0.096 0.364
N3 -0.101 1.190 0.258
C1 1.096 1.372 -0.082
S1 1.991 -0.148 -0.164
N4 0.578 -0.981 0.168
H1 -1.425 -0.776 -1.271
H2 -2.048 -1.165 0.300
H3 1.577 2.422 -0.313
H4 0.568 -1.447 1.078

Values from the calculation:
- orbital gap (eV) = 8.54
- SMILES = NN1N=CSN1
- E_LUMO (eV) = 0.727

Atom charges from the Löwdin analysis, given in e for atoms 1 to 2: 0.027 -0.384

Stability check: which of them is most stable? arrangement Q.

Arrangement P

2 unconnected molecules or ions with the total composition C5H8BrN, computed with ωB97M-V/def2-TZVPD.

Positions of all 15 atoms, in Å:
C1 1.000 -3.403 -0.807
C2 1.094 -2.177 -0.340
Br1 2.746 -1.273 -0.127
H1 1.857 -3.984 -1.103
H2 0.033 -3.864 -0.910
H3 0.249 -1.581 -0.029
C3 -0.415 2.225 -0.474
C4 -0.824 2.007 0.984
C5 -1.428 0.708 1.147
N1 -1.883 -0.338 1.229
H4 0.033 3.209 -0.593
H5 -1.282 2.157 -1.129
H6 0.312 1.479 -0.785
H7 0.052 2.069 1.637
H8 -1.546 2.766 1.298

Values from the calculation:
- orbital gap (eV) = 10.29
- SMILES = C=CBr.CCC#N
- E_LUMO (eV) = 0.733

Atom charges from the Löwdin analysis, given in e for atoms 1 to 2: -0.098 -0.666

Arrangement Q

A molecular structure, C5H8BrN, computed with ωB97M-V/def2-TZVPD.

Positions of all 15 atoms, in Å:
C1 -0.459 0.635 0.619
C2 -0.272 1.347 -0.696
C3 -1.199 -0.674 0.803
C4 0.212 -0.667 0.980
C5 1.154 -1.117 -0.061
N1 -0.195 0.853 -1.862
Br1 0.128 2.040 -3.175
H1 -0.663 1.366 1.412
H2 0.045 2.360 -0.418
H3 -1.542 -1.196 -0.172
H4 -1.871 -0.766 1.687
H5 0.699 -0.635 2.009
H6 1.717 -1.880 0.226
H7 1.651 -0.282 -0.353
H8 0.596 -1.383 -0.998

Values from the calculation:
- orbital gap (eV) = 10.27
- E_LUMO (eV) = 0.824

Atom charges from the Löwdin analysis, given in e for atoms 1 to 2: -0.225 -0.307

Arrangement R

A single C5H8BrN molecule, computed with ωB97M-V/def2-TZVPD.

Positions of all 15 atoms, in Å:
C1 -1.135 -1.414 0.038
C2 -1.455 0.024 0.136
N1 -1.090 0.931 -0.611
C3 0.078 0.956 -1.268
C4 1.217 0.813 -0.604
C5 1.283 0.559 0.841
Br1 2.108 -1.133 1.326
H1 -0.350 -1.609 -0.631
H2 -2.087 -1.814 -0.108
H3 -0.682 -1.817 1.055
H4 -2.085 0.403 0.836
H5 0.006 1.262 -2.297
H6 2.100 0.994 -1.247
H7 0.178 0.670 1.194
H8 1.913 1.175 1.341

Values from the calculation:
- orbital gap (eV) = 9.21
- SMILES = C/C=N\C=C/CBr
- E_LUMO (eV) = 0.769

Atom charges from the Löwdin analysis, given in e for atoms 1 to 2: -0.056 -0.256

Stability check: which of them is most stable? arrangement P.

Arrangement P

A single C7H14O2 molecule, computed with ωB97M-V/def2-TZVPD.

Positions of all 23 atoms, in Å:
C1 1.907 1.140 0.666
C2 1.369 0.207 -0.333
C3 0.402 -0.417 -0.872
C4 -0.964 -0.305 0.218
C5 -1.422 1.136 0.387
C6 -0.698 -0.976 1.561
C7 -2.019 -1.099 -0.548
O1 2.656 -0.302 -1.289
O2 2.454 0.072 -2.667
H1 1.971 0.666 1.643
H2 1.317 2.053 0.740
H3 2.908 1.425 0.338
H4 0.256 -1.024 -1.742
H5 -0.772 1.703 1.048
H6 -1.483 1.639 -0.577
H7 -2.414 1.159 0.846
H8 -1.626 -1.033 2.137
H9 -0.326 -1.990 1.422
H10 0.013 -0.419 2.167
H11 -2.952 -1.124 0.021
H12 -2.233 -0.644 -1.515
H13 -1.704 -2.130 -0.708
H14 3.359 0.262 -2.944

Values from the calculation:
- orbital gap (eV) = 9.70
- SMILES = C/C(=C\C(C)(C)C)OO
- E_LUMO (eV) = 0.784

Atom charges from the Löwdin analysis, given in e for atoms 1 to 2: -0.025 -0.179

Arrangement Q

2 unconnected molecules or ions with the total composition C7H14O2, computed with ωB97M-V/def2-TZVPD.

Positions of all 23 atoms, in Å:
C1 -1.953 -0.326 2.547
C2 -0.705 -0.018 2.197
O1 0.057 0.880 2.902
C3 0.051 -0.572 1.061
C4 -0.510 -0.976 -0.074
C5 0.280 -1.510 -1.236
C6 0.898 -0.378 -2.064
C7 -0.154 0.515 -2.711
H1 -2.553 -1.035 1.997
H2 -2.436 0.100 3.419
H3 -0.436 1.244 3.627
H4 1.123 -0.614 1.214
H5 -1.583 -0.903 -0.192
H6 -0.376 -2.108 -1.872
H7 1.062 -2.183 -0.882
H8 1.562 0.226 -1.444
H9 1.539 -0.837 -2.817
H10 -0.856 -0.062 -3.312
H11 -0.739 1.068 -1.976
H12 0.321 1.240 -3.375
O2 2.188 2.051 0.947
H13 1.632 1.746 1.695
H14 1.587 2.452 0.349

Values from the calculation:
- orbital gap (eV) = 9.45
- SMILES = C=C(O)/C=C/CCC.O
- E_LUMO (eV) = 0.751

Atom charges from the Löwdin analysis, given in e for atoms 1 to 2: 0.054 -0.400

Stability check: which of them is most stable? arrangement Q.

Arrangement P

5 unconnected molecules or ions with the total composition C4H16O4, computed with ωB97M-V/def2-TZVPD.

Positions of all 24 atoms, in Å:
C1 0.801 -1.634 -0.804
C2 0.498 -0.365 -0.557
C3 0.627 0.280 0.808
C4 1.018 1.767 0.774
H1 0.551 -2.063 -1.755
H2 1.282 -2.147 0.028
H3 -0.037 0.284 -1.257
H4 1.274 -0.427 1.349
H5 -0.357 0.230 1.285
H6 2.099 1.866 0.817
H7 0.586 2.259 1.638
H8 0.592 2.159 -0.148
O1 -3.502 0.307 0.170
H9 -3.626 0.676 1.049
H10 -3.000 -0.513 0.358
O2 4.038 0.057 0.378
H11 3.846 0.405 -0.496
H12 4.038 -0.896 0.266
O3 -1.634 1.491 -1.532
H13 -1.858 1.859 -2.389
H14 -2.445 1.154 -1.111
O4 -1.912 -2.266 0.617
H15 -1.017 -1.977 0.826
H16 -1.863 -2.508 -0.315

Values from the calculation:
- orbital gap (eV) = 10.34
- SMILES = C=CCC.O.O.O.O
- E_LUMO (eV) = 0.653

Atom charges from the Löwdin analysis, given in e for atoms 1 to 2: -0.034 -0.212

Arrangement Q

5 unconnected molecules or ions with the total composition C4H16O4, computed with ωB97M-V/def2-TZVPD.

Positions of all 24 atoms, in Å:
C1 1.613 -0.154 0.154
C2 1.134 0.656 -0.985
C3 0.123 0.194 -1.755
C4 -0.481 1.261 -2.794
H1 0.967 -1.054 0.327
H2 2.668 -0.471 0.132
H3 1.559 0.517 1.095
H4 1.660 1.572 -1.094
H5 -0.272 -0.719 -1.888
H6 -1.169 1.764 -2.007
H7 -1.071 0.626 -3.463
H8 0.190 1.955 -3.359
O1 -1.552 -0.302 0.695
H9 -1.747 0.155 -0.158
H10 -0.637 -0.070 0.911
O2 -0.678 2.232 1.851
H11 -0.906 1.295 1.897
H12 -1.571 2.624 2.153
O3 0.291 -3.475 -0.402
H13 1.230 -3.525 -0.716
H14 0.213 -2.445 -0.569
O4 -0.704 -0.501 3.293
H15 0.141 -0.760 3.640
H16 -1.003 -1.376 3.043

Values from the calculation:
- orbital gap (eV) = 9.97
- SMILES = C/C=C/C.O.O.O.O
- E_LUMO (eV) = 0.584

Atom charges from the Löwdin analysis, given in e for atoms 1 to 2: -0.127 -0.180

Stability check: which of them is most stable? arrangement P.

Arrangement P

A molecular structure, C4H16O4, computed with ωB97M-V/def2-TZVPD.

Positions of all 24 atoms, in Å:
C1 13.943 -9.571 19.799
O1 12.889 -10.224 20.519
H1 14.201 -10.157 18.917
H2 13.671 -8.559 19.500
H3 14.764 -9.572 20.516
H4 12.944 -9.852 21.402
C2 15.938 -11.347 16.430
O2 15.593 -10.133 17.146
H5 16.508 -11.035 15.555
H6 16.549 -12.042 17.007
H7 15.091 -11.858 15.973
H8 16.370 -9.571 17.099
C3 15.146 -6.930 17.248
O3 16.221 -6.573 18.149
H9 15.176 -7.981 16.959
H10 14.123 -6.632 17.475
H11 15.513 -6.522 16.306
H12 16.751 -7.355 18.321
C4 13.337 -9.389 16.569
O4 14.445 -8.828 16.062
H13 13.423 -9.438 17.655
H14 12.461 -8.804 16.288
H15 13.083 -10.396 16.238
H16 15.104 -9.468 16.339

Values from the calculation:
- orbital gap (eV) = 8.67
- E_LUMO (eV) = 0.159

Atom charges from the Löwdin analysis, given in e for atoms 1 to 2: -0.154 -0.119

Arrangement Q

4 unconnected molecules or ions with the total composition C4H16O4, computed with ωB97M-V/def2-TZVPD.

Positions of all 24 atoms, in Å:
C1 -3.938 -9.791 5.646
O1 -4.756 -10.526 6.546
H1 -3.412 -9.046 6.240
H2 -3.210 -10.428 5.140
H3 -4.535 -9.247 4.906
H4 -5.183 -11.235 6.060
C2 -6.168 -8.603 8.530
O2 -5.867 -9.627 9.463
H5 -6.787 -8.990 7.721
H6 -6.705 -7.780 9.028
H7 -5.227 -8.190 8.180
H8 -6.706 -10.013 9.734
C3 -7.355 -12.296 12.260
O3 -5.954 -12.456 12.061
H9 -7.903 -13.175 11.916
H10 -7.494 -12.056 13.309
H11 -7.744 -11.434 11.693
H12 -5.797 -12.746 11.160
C4 -9.686 -8.646 9.394
O4 -8.921 -9.787 9.784
H13 -10.705 -8.924 9.115
H14 -9.737 -7.935 10.218
H15 -9.233 -8.165 8.525
H16 -9.497 -10.530 9.593

Values from the calculation:
- orbital gap (eV) = 10.15
- SMILES = CO.CO.CO.CO
- E_LUMO (eV) = 0.587

Atom charges from the Löwdin analysis, given in e for atoms 1 to 2: -0.160 -0.127

Stability check: which of them is most stable? arrangement Q.